The following is a quantum chemistry calculation of C3H12N4 as an isolated structure at a distorted geometry, from the OMol25 dataset.

* frontier orbital gap: 9.83 eV
* LUMO level: 0.46 eV
* energy relative to the best compared isomer or geometry (same formula, charge and spin): 2.819 eV
* charge: 0
* maximum force: 4.4 eV/A
* HOMO energy: -9.4 eV

Each line ends with the Löwdin charge.
Cartesian coordinates (Å):
C1 -0.231 0.983 0.427  -0.70
C2 0.891 -0.056 0.214  -0.26
C3 0.254 -2.675 -0.765  -0.04
N1 1.547 -0.137 -0.916  0.09
N2 -1.158 0.847 -0.696  0.07
N3 -0.927 0.833 1.703  0.07
N4 0.385 2.292 0.461  0.09
H1 0.943 0.128 -1.698  0.05
H2 -1.906 1.526 -0.599  0.08
H3 -0.329 1.141 2.462  0.07
H4 -0.317 3.006 0.622  0.08
H5 -1.584 -0.075 -0.697  0.07
H6 -1.180 -0.137 1.869  0.07
H7 0.846 2.495 -0.417  0.08
H8 0.193 -1.666 0.117  0.08
H9 1.510 -0.179 1.104  0.11
H10 1.313 -2.499 -0.831  -0.01
H11 -0.314 -2.093 -1.471  -0.01
H12 0.066 -3.735 -0.888  0.02